[1]
56
Properties=species:S:1:pos:R:3 method="wB97M-V/def2-TZVPD" orbital_gap_ev=7.60 charge=+1 lumo_ev=-4.198 spin_multiplicity=1
F -2.6824 -0.6222 1.3430
O -1.0527 -2.6959 4.2074
O -1.2305 1.9343 -6.6913
O 1.0894 -2.7500 -5.8570
O 7.5047 3.1498 1.2351
O 6.8042 1.5559 3.3275
O -0.2270 -1.6137 -3.7657
O 2.2195 1.7411 2.2884
O -5.6210 -2.5894 3.0958
O -1.7563 -4.3184 6.2764
O 2.9304 3.2637 0.1443
O 0.0133 0.7522 -8.8062
O -6.3358 -4.1415 5.2182
N -1.9253 1.8138 0.9455
N -2.3846 -0.4219 0.0181
C 6.2033 2.8201 1.4457
C -1.1630 3.0104 0.9366
C -0.7174 0.8497 -6.4842
C -3.3191 -2.5929 3.5967
C -4.0660 -4.2706 5.8125
C -0.0465 3.2161 -0.1047
C -0.1837 -0.9881 -4.9796
C 0.5489 -1.6805 -6.0775
C -4.7187 -2.9638 3.8265
C 0.5832 -1.0367 -7.3941
C -0.0084 0.1448 -7.5894
C 0.3361 2.2194 -1.2448
C 5.2373 3.2567 0.6330
C -0.7718 0.1932 -5.1723
C 4.4935 1.6092 2.8734
C -2.6632 -3.9191 5.5685
C -2.3561 -3.0346 4.4079
C -0.5469 0.9132 -1.1798
C 3.8388 2.8946 0.8751
C -1.5807 0.8745 -0.0461
C 5.8977 1.9512 2.6186
C -5.0297 -3.8253 5.0023
C 3.5296 2.0489 2.0628
H 1.1030 -1.5581 -8.1866
H 4.2826 0.9931 3.7373
H -0.4786 1.5887 -8.6890
H 8.0038 2.7126 1.9534
H 1.7234 2.1736 1.5663
H 0.5368 4.2056 -0.0548
H -4.2776 -4.8982 6.6678
H -3.2579 -0.3594 -0.5437
H -1.3918 3.7966 1.7447
H -0.3959 0.0586 -1.9535
H -1.3050 0.7073 -4.3831
H -3.1098 -1.9537 2.7515
H 1.1619 2.3890 -2.0047
H -0.5558 -3.1402 4.9233
H 5.4454 3.8856 -0.2224
H 0.2715 -2.4475 -3.8854
H -6.8323 -3.7030 4.4997
H -1.7672 -1.1985 -0.2875


[2]
95
Properties=species:S:1:pos:R:3 method="wB97M-V/def2-TZVPD" orbital_gap_ev="7.05 / 7.05" de_lowest_kj_mol=464.5 charge=-1 s_squared=0.778 lumo_ev="1.381 / 1.380" spin_multiplicity=2
V 1.4798 2.1681 -0.6017
S -3.7445 -0.5361 -2.5203
S -1.5734 1.8767 -6.8504
S -1.4895 3.9527 -0.3456
S -0.1512 -4.8362 -0.3217
S 1.0001 -2.7189 3.9518
S -2.1639 0.8541 3.9550
S 1.9219 2.6748 2.9536
S 0.9764 -2.5127 -3.8558
S 4.1131 -1.9431 0.4105
F 1.1372 2.4876 -2.6931
F 2.1932 4.2734 -0.4905
F 0.6634 0.1804 -0.0874
O -1.3698 -5.4427 -1.0621
O -3.2424 -1.5285 -3.5326
O 1.7849 -3.2165 -4.9498
O -0.8276 1.0660 -7.8975
O 1.5773 -4.1133 3.5716
O -2.9954 -0.2908 4.5267
O 2.9716 1.7407 -0.7417
O -0.4059 2.9353 0.0592
O 4.4670 -0.9171 -0.7123
O 2.0034 2.1352 1.5266
C 3.4354 3.7448 3.0604
C 2.6286 -3.0573 -0.0366
C -0.6862 -3.0458 4.6888
C -0.1751 -5.8027 1.2649
C -0.4329 1.9893 -5.4342
C -2.0996 0.0705 -1.9593
C -1.3984 0.3045 2.4187
C -0.6442 -3.1587 0.3697
C -1.3119 5.6279 0.4037
C 3.1781 -1.0721 1.7037
C 1.6951 -0.9494 -3.1265
C -0.6863 1.0488 4.9716
C -4.0131 -1.2085 -0.8014
C 0.8546 4.1455 2.7498
C -0.3801 -1.8508 -4.8404
C 1.7168 -2.4909 5.5849
C -2.7827 0.6136 -6.1914
C -1.1472 4.5197 -2.0654
H 1.3756 -1.6026 6.1165
H 0.1790 0.4110 4.7913
H -1.2517 3.7841 -2.8629
H 3.4869 -0.0365 1.8459
H -1.2120 -2.5503 -4.9231
H -1.5879 -3.3195 0.8908
H -0.8174 -2.2411 5.4121
H 1.9151 -2.4856 -0.6301
H -3.7598 -0.5189 0.0038
H -0.1498 -1.6057 -5.8772
H 1.1276 4.6216 1.8080
H 3.4204 -1.7126 2.5518
H 1.5361 -3.3247 6.2633
H -1.4921 -0.7136 -1.5073
H -0.8661 -5.3932 2.0016
H 3.0147 -3.8878 -0.6276
H -1.4743 0.4477 -2.7686
H 0.9659 -0.3043 -2.6363
H -3.4883 -2.1539 -0.6639
H 2.1102 -1.0887 1.4857
H -0.1983 3.8696 2.6923
H -1.0247 0.9170 5.9993
H -2.0477 0.8871 -1.2392
H -1.4196 -0.7795 2.5307
H -2.4359 -0.4037 -6.3731
H -1.4872 5.5320 1.4752
H 3.4952 4.4421 2.2248
H 3.5068 4.2609 4.0178
H -0.6990 -0.8653 -4.5010
H -0.4458 0.7782 2.1816
H 2.2122 -3.5260 0.8551
H 0.5858 1.6515 -5.6246
H -0.8315 1.5665 -4.5120
H -2.9779 0.7092 -5.1233
H -1.4489 -2.9063 3.9226
H -0.2861 5.9467 0.2188
H 2.5165 -1.2187 -2.4625
H 2.1242 -0.3249 -3.9100
H 1.0324 4.9003 3.5159
H -2.0368 6.3907 0.1195
H -0.3184 3.0690 -5.3385
H -0.8459 -4.0249 5.1403
H -0.2285 2.0144 4.7566
H -2.0454 0.5724 1.5835
H 0.8243 -5.7502 1.6969
H 4.2918 3.0874 2.9104
H -3.7259 0.7886 -6.7088
H -0.0774 4.7104 -2.1503
H -0.3566 -6.8574 1.0576
H -0.7728 -2.4160 -0.4177
H 2.7995 -2.3733 5.5412
H 0.0090 -2.7543 1.1429
H -5.0775 -1.3434 -0.6095
H -1.7186 5.4064 -2.3400


[3]
29
Properties=species:S:1:pos:R:3 method="wB97M-V/def2-TZVPD" orbital_gap_ev=9.35 de_lowest_kj_mol=119.3 charge=+2 lumo_ev=-6.913 spin_multiplicity=1
N -4.3602 -1.2203 -0.5388
N -5.5623 0.7038 -0.4307
N 0.1454 0.1725 -1.4028
N 2.2453 -0.3501 -0.5669
C -4.1385 0.2092 1.5257
C -0.9805 0.5209 -1.0623
C 1.4068 0.3231 -1.3550
C 5.7632 0.1613 0.7239
C -4.6867 -0.0745 0.1150
C 3.6340 -0.3447 -0.5402
C 4.2539 0.0234 0.8424
H -5.8214 1.5476 0.1142
H -4.8789 0.8644 1.9977
H 1.8134 -1.0130 0.0866
H 4.1077 -0.8123 1.5688
H -4.5464 -1.4214 -1.5028
H 6.0588 0.6643 1.6700
H -5.9761 0.5220 -1.3349
H 3.8625 0.9285 1.1612
H 3.9115 0.3037 -1.3064
H -4.0554 -1.9906 0.0153
H 6.0661 0.8133 0.0469
H 3.8713 -1.3935 -0.6599
H -1.7047 -0.1875 -1.3665
H 6.2247 -0.7123 0.5306
H -3.0496 0.3284 1.7208
H 2.0031 0.8830 -2.0937
H -4.3258 -0.6479 2.2404
H -1.2814 1.1988 -0.1987


[4]
16
Properties=species:S:1:pos:R:3 method="wB97M-V/def2-TZVPD" smiles="O[C@@H]1CC(=S)[C@@H]2C[C@@H]12" orbital_gap_ev=8.50 de_lowest_kj_mol=339.9 charge=0 lumo_ev=0.107 spin_multiplicity=1
S -3.0156 -0.6418 -0.3995
O 1.8056 -1.4197 -0.6348
C 0.9472 -0.6198 0.1633
C -0.3933 -1.4195 0.3818
C -1.5154 -0.3641 0.1809
C -0.7554 0.8978 0.4484
C 0.3710 0.6080 -0.5268
C -0.1155 2.0262 -0.2776
H 1.4434 -0.3141 1.1349
H 2.6116 -0.9151 -0.7470
H -0.3515 0.8334 1.4872
H -0.4943 -2.1517 -0.3785
H -0.0063 0.2653 -1.4603
H -0.4465 -1.9462 1.3748
H 0.4430 2.6984 0.4328
H -0.5281 2.4627 -1.1796


[5]
10
Properties=species:S:1:pos:R:3 method="wB97M-V/def2-TZVPD" orbital_gap_ev=8.45 de_lowest_kj_mol=382.7 charge=0 lumo_ev=-0.910 spin_multiplicity=1
Cl -1.6704 -2.3987 1.2288
S -0.2732 0.5640 1.3390
S -2.0269 -0.5715 0.5231
O 0.0136 -0.1865 2.5432
N -0.2428 1.0135 -1.4575
C 0.7717 0.2206 -1.1252
C 1.0024 -0.0714 0.1262
C -1.1187 1.5805 -2.0202
H 1.6036 0.3178 -1.8372
H 1.9408 -0.4681 0.6798


[6]
69
Properties=species:S:1:pos:R:3 method="wB97M-V/def2-TZVPD" orbital_gap_ev="6.07 / 6.06" de_lowest_kj_mol=0.0 charge=+1 lumo_ev="-4.359 / -4.360" spin_multiplicity=1
Au 0.0769 -0.0678 0.2662
Si -0.2045 0.0138 2.6823
N 1.6090 -0.0757 -1.2960
N 0.1350 1.9021 -0.2244
N 2.1195 -1.1585 -1.6749
N 0.4711 -2.1016 -0.1216
C 3.2918 2.0543 3.4719
C -1.9306 -2.1726 3.0760
C -1.4375 1.2342 3.2987
C 2.5704 -0.4847 2.6053
C -0.6544 -1.6561 3.3337
C -0.2076 3.8066 1.2728
C -3.5443 2.4069 3.1569
C -2.2326 2.5508 5.1683
C -1.9396 3.1667 -0.2676
C -0.1160 -3.1899 0.3856
C -2.7226 4.2225 0.1770
C 3.3601 2.7572 -2.8209
C 3.9099 -0.1604 2.7526
C -2.3397 -3.3720 3.6365
C 1.9032 -3.5129 -1.4045
C 4.2682 1.1083 3.1907
C -0.9937 4.8579 1.7210
C -1.2778 1.7190 4.6034
C 1.9956 1.1738 -1.6483
C -0.2194 -3.5612 4.7608
C 0.1908 -2.3594 4.1950
C 1.2987 -4.6343 -0.8624
C 0.2637 -4.4730 0.0383
C 2.5457 3.7799 -2.2727
C 1.5713 0.4550 2.8947
C 1.9505 1.7329 3.3196
C 3.0781 1.4652 -2.5125
C -2.2505 5.0705 1.1705
C -0.6798 2.9623 0.2763
C -1.4776 -4.0705 4.4752
C -2.5837 1.5827 2.5881
C 1.4718 -2.2553 -1.0371
C -3.3650 2.8965 4.4418
C 1.1896 2.2006 -1.0379
C 1.5057 3.5319 -1.4202
H 2.7555 4.8088 -2.5383
H 1.1723 -1.9680 4.4342
H 4.6740 -0.8935 2.5295
H 0.7812 3.6394 1.6837
H -0.9027 -3.0186 1.1007
H -4.1122 3.5418 4.8852
H -1.7947 -5.0057 4.9178
H -3.6996 4.3868 -0.2587
H 3.5761 3.0418 3.8113
H 3.6532 0.6393 -2.9096
H 1.1927 2.4766 3.5364
H -2.6209 -1.6180 2.4458
H -0.6214 5.5159 2.4957
H -4.4309 2.6681 2.5943
H -3.3300 -3.7575 3.4311
H 1.6302 -5.6236 -1.1486
H 4.1827 3.0075 -3.4747
H 0.9136 4.3493 -1.0376
H 2.2979 -1.4792 2.2643
H 5.3135 1.3595 3.3151
H -2.7382 1.1986 1.5868
H -0.2465 -5.3181 0.4766
H -0.4070 1.4422 5.1892
H 0.4423 -4.0954 5.4299
H -2.8606 5.8949 1.5151
H -2.0999 2.9191 6.1771
H -2.2888 2.5053 -1.0516
H 2.7066 -3.5776 -2.1240


[7]
14
Properties=species:S:1:pos:R:3 method="wB97M-V/def2-TZVPD" orbital_gap_ev=8.48 de_lowest_kj_mol=67.6 charge=-1 lumo_ev=4.063 spin_multiplicity=1
O -0.4053 2.3109 -0.1671
O 0.7824 -1.6016 1.4440
O -0.3042 0.6346 -1.6731
N -0.6690 -1.7372 -0.3667
N 1.6086 1.6246 -0.9705
N -1.2456 -0.6182 1.5544
C -0.2981 -1.3723 0.9240
C 0.1951 1.5252 -0.9323
H -0.5810 -0.9165 -1.0025
H -0.2458 -2.5865 -0.7026
H 2.0497 0.7203 -0.9904
H -1.9723 -0.2606 0.9581
H -0.9390 -0.0247 2.2878
H 2.0243 2.3021 -0.3631


[8]
70
Properties=species:S:1:pos:R:3 method="wB97M-V/def2-TZVPD" orbital_gap_ev=7.56 charge=-4 lumo_ev=7.644 spin_multiplicity=1
S 19.5589 18.3851 -17.1259
S 16.8446 16.4892 -11.0767
S 21.8123 19.3415 -13.2677
S 24.3841 19.5912 -14.1307
S 17.4732 14.8894 -16.2555
S 16.3600 19.5463 -13.8819
S 21.5411 18.6336 -18.8629
S 15.3280 15.9154 -15.1528
S 21.1576 15.6309 -14.1323
Mg 18.2420 17.0336 -14.1459
F 18.2199 20.6830 -17.4722
F 21.0647 13.3523 -15.6243
F 15.6203 21.9472 -12.8956
F 21.6246 16.7687 -20.8522
F 22.2046 15.9746 -18.9598
F 24.8512 16.9114 -13.9719
F 26.6323 18.1005 -13.6600
F 19.0682 20.4586 -15.4888
F 18.4102 12.5697 -15.3499
F 15.7326 17.6877 -17.3454
F 16.2307 12.3622 -15.8326
F 20.1874 16.1676 -19.3224
F 22.1381 21.8722 -12.3596
F 17.3467 21.0985 -11.9553
F 14.0516 16.3378 -17.6074
F 16.9213 13.3824 -14.0312
F 22.1423 21.7867 -14.5805
F 20.3285 20.8378 -17.1138
F 15.3934 14.3778 -11.7154
F 22.9056 13.6094 -14.4000
F 17.4734 13.8284 -11.2053
F 25.1680 17.9290 -12.0970
F 20.9776 13.0968 -13.3674
F 17.5802 22.0121 -13.8701
F 13.7989 17.8737 -16.1998
F 16.0463 14.3191 -9.6411
F 20.3342 21.5569 -13.3097
O 15.3008 18.9063 -13.0794
O 17.6247 18.7884 -13.9480
O 17.7211 16.7746 -9.9770
O 21.7752 15.9222 -12.8418
O 25.1299 19.9196 -15.3825
O 16.5709 14.7298 -17.3692
O 18.7235 17.9455 -18.2494
O 21.8004 16.4568 -15.1598
O 20.4388 18.7611 -13.4449
O 18.8836 14.9360 -16.6696
O 14.7086 14.6071 -15.3174
O 22.3015 18.9893 -11.9336
O 24.3596 20.6187 -13.0718
O 20.5827 19.3772 -19.6305
O 22.8938 19.1439 -19.1354
O 19.2672 17.7273 -15.8299
O 19.7033 15.8872 -14.0684
O 17.5639 16.6552 -12.3916
O 15.5246 17.2054 -11.0362
O 14.9590 16.5315 -13.8848
O 15.8584 19.8187 -15.2234
N 21.3302 18.3407 -17.3419
N 17.1072 16.0226 -15.2427
N 23.0003 18.9478 -14.5552
C 21.3477 16.7796 -19.5738
C 25.3058 18.0278 -13.4239
C 16.4275 14.6136 -10.9020
C 14.6833 17.0636 -16.6795
C 17.2146 13.1560 -15.2835
C 21.6323 21.3231 -13.4412
C 21.5375 13.7414 -14.4255
C 19.2377 20.2541 -16.8010
C 16.7601 21.2980 -13.0508


[9]
12
Properties=species:S:1:pos:R:3 method="wB97M-V/def2-TZVPD" orbital_gap_ev="7.55 / 7.81" de_lowest_kj_mol=261.0 charge=0 lumo_ev="0.332 / 0.466" spin_multiplicity=1
O 1.0469 -1.8517 -0.0578
N 1.7756 0.2841 -0.3946
N -0.4854 -0.0889 0.1406
C 0.8629 -0.6617 -0.1122
C -0.6071 1.2525 0.3404
C -1.4810 -0.9456 0.0345
H -1.6219 1.6283 0.2912
H 0.0997 1.7138 1.0203
H -2.4500 -0.6308 0.3947
H 1.4652 1.2240 -0.5984
H -1.3115 -1.9032 -0.4314
H 2.7066 -0.0207 -0.6273


[10]
71
Properties=species:S:1:pos:R:3 method="wB97M-V/def2-TZVPD" orbital_gap_ev=3.17 de_lowest_kj_mol=70.9 charge=0 lumo_ev=-2.928 spin_multiplicity=1
O 5.8071 0.6418 1.3160
O 0.2471 -1.9969 2.9317
O -1.5363 -0.8327 3.5670
O -0.1500 2.5968 2.1159
O -1.7126 1.4593 3.1646
N 1.4081 5.2622 8.8356
C -1.9805 0.4106 4.1225
C -3.5062 0.3601 4.2421
C 1.7936 1.6638 8.0895
C 0.1171 5.9160 8.8443
C 1.5894 2.8340 8.7990
C 2.3492 1.6141 1.8416
C 2.1127 2.9368 6.0360
C 3.9417 -0.6547 1.9984
C -0.4216 1.5530 2.6950
C 2.6069 0.4906 6.0641
C 6.3411 -0.3156 4.2919
C 0.4489 0.3920 2.8980
C 1.7915 0.4363 2.4222
C 3.3249 -3.0728 6.4340
C -1.3234 0.6944 5.4626
C 1.8007 4.1013 6.7200
C 2.2720 5.6485 9.9349
C 6.3296 1.6976 0.4781
C 4.2754 -0.9610 5.3012
C 3.2813 -1.7505 6.0147
C 5.9210 1.0205 4.2801
C 2.3216 -3.5273 7.2997
C 5.5298 -1.3199 4.8311
C 4.4560 0.5435 1.4481
C 2.6892 -0.6701 2.5538
C 1.6053 4.0730 8.1272
C 1.2946 -2.6665 7.7310
C 3.5960 1.6479 1.2622
C 1.2505 -1.3286 7.3172
C 3.8425 0.4142 5.3054
C -0.2198 -0.8909 3.1358
C 2.1162 1.6906 6.7078
C 2.2528 -0.8565 6.4682
C 4.6990 1.4058 4.8347
H 4.4176 2.4517 4.9231
H -0.4727 5.6512 9.7374
H 3.9138 2.5471 0.7240
H 4.1337 -3.7091 6.0659
H 1.7257 2.5018 1.8400
H -0.4570 5.6407 7.9539
H -1.7230 1.6361 5.8642
H 2.3432 -1.5396 3.1010
H 0.4695 -0.6500 7.6651
H -3.9481 0.1971 3.2547
H 5.7277 1.8149 -0.4333
H -0.2327 0.7745 5.3586
H 5.8245 -2.3715 4.8610
H 0.2642 7.0016 8.8604
H 6.5784 1.7843 3.8671
H 2.2996 6.7455 9.9802
H 7.3147 -0.5858 3.8791
H 1.3773 2.8036 9.8684
H 1.7645 0.7155 8.6157
H 3.2858 5.2696 9.7604
H 2.3377 2.9812 4.9671
H 1.9110 5.2674 10.9037
H 1.7626 5.0702 6.2161
H 0.5337 -3.0374 8.4186
H -3.8606 1.3145 4.6412
H 7.3379 1.3693 0.2331
H 4.5894 -1.5287 2.0748
H 6.3549 2.6432 1.0339
H -3.7923 -0.4538 4.9132
H -1.5666 -0.1242 6.1542
H 2.3467 -4.5651 7.6403


[11]
17
Properties=species:S:1:pos:R:3 method="wB97M-V/def2-TZVPD" orbital_gap_ev=9.62 de_lowest_kj_mol=276.3 charge=0 lumo_ev=0.758 spin_multiplicity=1
O -0.0063 -1.8053 -1.2287
N -1.9956 -1.1594 -0.1447
N 2.4107 1.3020 -0.1005
C 0.4203 0.0100 0.3502
C -0.2135 1.3145 0.8135
C 1.8468 0.1737 -0.1049
C -0.3304 -0.6362 -0.8183
H 0.4332 -0.7313 1.1593
H -2.1032 -1.1770 0.8650
H 0.3513 1.7361 1.6421
H -1.5805 -2.0827 -0.5931
H 2.3178 -0.7618 -0.4269
H -1.2450 1.1513 1.1259
H -0.2059 2.0464 0.0075
H -0.6764 0.1197 -1.5452
H 3.3850 1.2612 -0.3969
H -2.8083 -0.7610 -0.6045


[12]
18
Properties=species:S:1:pos:R:3 method="wB97M-V/def2-TZVPD" smiles="C=C(C)C.O.O" orbital_gap_ev=9.54 de_lowest_kj_mol=190.2 charge=0 lumo_ev=0.667 spin_multiplicity=1
O -1.6774 2.3873 2.8000
O 2.9030 -4.0295 -3.2129
C -0.9215 -0.6726 0.7598
C -0.5433 0.6703 -1.3081
C 0.4050 1.4422 0.8815
C -0.2816 0.5333 0.1814
H 0.3467 1.0060 -1.8263
H -0.8879 -0.3175 -1.8488
H 3.3677 -4.3687 -2.4852
H 2.9497 -3.0052 -3.1140
H -1.1147 -1.5263 0.0697
H -2.0705 3.1156 2.3111
H -0.3307 -1.1777 1.4990
H -2.0029 2.4733 3.6465
H 0.6647 1.5937 1.8948
H 0.7299 2.3896 0.2255
H -1.4830 1.4420 -1.5013
H -1.9256 -0.3258 1.3444